Record 1
ORCA calculation (ωB97M-V with the def2-TZVPD basis set) on an isolated ion of composition C3O2 and charge -1.

Summary:
⟨S²⟩: 0.753
2S+1: 2
Maximum force: 2.68 eV Å⁻¹
HOMO (spin up / spin down): -3.92 / -4.12 eV
Energy relative to the best compared isomer or geometry (same formula, charge and spin): 0.0 kcal/mol
Kohn-Sham gap (spin up / spin down): 8.1 / 7.5 eV
Charge: -1

Structure (XYZ):
```
5
C3O2 | OMol25 | ωB97M-V with the def2-TZVPD basis set
C -2.24328 -0.94419 0.04913
C -1.21411 -0.24493 0.02318
O 0.00457 0.59104 0.11991
C 1.20357 0.10984 0.10104
O 2.24924 0.48823 -0.29326
```

=====

Record 2
ORCA calculation (ωB97M-V with the def2-TZVPD basis set) on C18H21ClN4O3PSTi as an isolated structure.

Summary:
⟨S²⟩: 3.793
2S+1: 4
Maximum force: 0.64 eV Å⁻¹
HOMO (spin up / spin down): -4.86 / -7.20 eV
Kohn-Sham gap (spin up / spin down): 4.3 / 6.2 eV

Structure (XYZ):
```
50
C18H21ClN4O3PSTi | OMol25 | ωB97M-V with the def2-TZVPD basis set
Ti -1.30886 0.14121 -0.93421
Cl -6.95018 4.39798 -2.51755
C -5.49404 3.42997 -2.44578
C -4.50797 3.62183 -3.40555
C -3.35700 2.84236 -3.33736
C -3.18266 1.89275 -2.34335
O -2.08397 1.12599 -2.33788
C -4.19389 1.70278 -1.34734
C -4.07626 0.76725 -0.30503
O -3.01345 0.00400 -0.08736
C -5.35886 2.50407 -1.44160
H -4.64022 4.35730 -4.18587
H -2.57038 2.95636 -4.07198
H -4.88937 0.65530 0.40838
H -6.14912 2.38864 -0.71109
O 0.50711 -0.38606 -1.31154
N -0.94880 -2.00719 0.17379
C -2.03764 -2.58740 0.69587
C -2.43352 -2.40963 2.00271
C -1.70010 -1.53250 2.79040
C -0.57234 -0.93233 2.26709
C -0.19073 -1.21743 0.95050
S -0.39831 1.84624 0.76784
H -2.61875 -3.19632 0.01370
H -3.32015 -2.90200 2.37613
H -2.01573 -1.30601 3.80057
H -0.02437 -0.21387 2.85802
C 4.13785 -1.95350 1.21494
N 3.72845 -0.63120 1.85527
C 4.37814 0.49472 1.06868
N 3.98738 0.41966 -0.28593
C 4.36207 -0.86404 -0.86258
N 3.76834 -1.99607 -0.15072
C 2.31668 -2.11515 -0.38015
P 1.37345 -0.58155 0.03291
C 2.23122 -0.49639 1.84545
C 2.57526 0.75874 -0.52064
H 3.65018 -2.74459 1.78354
H 5.22246 -2.02158 1.32595
H 4.07768 -0.61405 2.81545
H 5.45786 0.36767 1.17975
H 4.05713 1.43099 1.52351
H 5.44995 -0.96448 -0.82262
H 4.04167 -0.89253 -1.90225
H 1.93330 -2.96074 0.19587
H 2.15461 -2.33841 -1.43376
H 1.86732 -1.30262 2.48273
H 1.98917 0.46210 2.30884
H 2.33309 1.68950 -0.00775
H 2.43631 0.91024 -1.58798
```

=====

Record 3
ORCA calculation (ωB97M-V with the def2-TZVPD basis set) on one molecule with the formula C6H12.

Summary:
Maximum force: 4.42 eV Å⁻¹
HOMO: -8.11 eV
Energy relative to the best compared isomer or geometry (same formula, charge and spin): 70.3 kcal/mol
Kohn-Sham gap: 9.2 eV

Structure (XYZ):
```
18
C6H12 | OMol25 | ωB97M-V with the def2-TZVPD basis set
C 0.38428 -2.13204 -1.14491
C 0.97915 -1.09004 -0.25520
C 0.09529 0.11885 0.03707
C -0.04545 0.45635 1.35638
C -0.30688 1.87000 1.65878
C -0.71761 0.82931 -1.18516
H -0.63514 -1.93410 -1.36112
H 0.98091 -2.46197 -2.02735
H 0.35072 -3.03151 -0.47010
H 1.69859 -0.39285 -0.59438
H 1.50493 -1.58646 0.64013
H -0.03471 -0.18710 2.18729
H -0.67262 2.51240 0.87993
H 0.49614 2.19706 2.34146
H -1.11552 1.89310 2.41206
H -0.77577 1.99555 -1.22264
H -0.32537 0.43621 -2.21443
H -1.86095 0.50726 -1.03781
```

=====

Record 4
ORCA calculation (ωB97M-V with the def2-TZVPD basis set) on a 2-piece molecular cluster, C2F3O2S overall.

Summary:
Maximum force: 4.33 eV Å⁻¹
HOMO: -4.92 eV
Energy relative to the best compared isomer or geometry (same formula, charge and spin): 45.7 kcal/mol
Kohn-Sham gap: 8.5 eV
Charge: -1

Structure (XYZ):
```
8
C2F3O2S | OMol25 | ωB97M-V with the def2-TZVPD basis set
C -1.10106 0.17111 0.04591
C -0.02690 -0.58449 0.14656
O 1.71498 0.36022 -1.41500
O 1.57664 1.08588 0.87040
F -1.06564 1.51759 0.00698
F -2.37265 -0.15304 -0.22522
F -0.55500 -2.33639 0.55538
S 1.82964 -0.06087 0.01499
```

=====

Record 5
ORCA calculation (ωB97M-V with the def2-TZVPD basis set) on one molecule with the formula C6H8.

Summary:
Maximum force: 3.13 eV Å⁻¹
HOMO: -8.45 eV
Energy relative to the best compared isomer or geometry (same formula, charge and spin): 88.1 kcal/mol
Kohn-Sham gap: 9.6 eV

Structure (XYZ):
```
14
C6H8 | OMol25 | ωB97M-V with the def2-TZVPD basis set
C -1.11779 -0.26788 0.68824
C -0.42073 1.04734 0.34219
C 1.03697 0.73703 -0.05602
C 1.29626 -0.70373 0.21857
C -0.34459 -0.83929 -0.46448
C -0.06304 0.55312 -1.03720
H -2.18414 -0.23747 0.47365
H -0.92813 -0.75752 1.65025
H -0.74597 2.03655 0.62704
H 1.73109 1.57631 -0.07442
H 1.19159 -1.48045 -0.51499
H 1.44194 -0.97499 1.27098
H -0.74327 -1.66009 -1.09494
H -0.15018 0.97106 -2.02887
```

=====

Copy entry 3 word for word.
ORCA calculation (ωB97M-V with the def2-TZVPD basis set) on one molecule with the formula C6H12.

Summary:
Maximum force: 4.42 eV Å⁻¹
HOMO: -8.11 eV
Energy relative to the best compared isomer or geometry (same formula, charge and spin): 70.3 kcal/mol
Kohn-Sham gap: 9.2 eV

Structure (XYZ):
```
18
C6H12 | OMol25 | ωB97M-V with the def2-TZVPD basis set
C 0.38428 -2.13204 -1.14491
C 0.97915 -1.09004 -0.25520
C 0.09529 0.11885 0.03707
C -0.04545 0.45635 1.35638
C -0.30688 1.87000 1.65878
C -0.71761 0.82931 -1.18516
H -0.63514 -1.93410 -1.36112
H 0.98091 -2.46197 -2.02735
H 0.35072 -3.03151 -0.47010
H 1.69859 -0.39285 -0.59438
H 1.50493 -1.58646 0.64013
H -0.03471 -0.18710 2.18729
H -0.67262 2.51240 0.87993
H 0.49614 2.19706 2.34146
H -1.11552 1.89310 2.41206
H -0.77577 1.99555 -1.22264
H -0.32537 0.43621 -2.21443
H -1.86095 0.50726 -1.03781
```

=====

maximum force of number 1 (C3O2)? 2.68 eV Å⁻¹

=====

Which of these has the highest maximum force? C6H12